Molecular formula: C7H11NPS
Method: DFT, wB97M-V/def2-TZVPD

Element x y z (Å)
C  2.02232  -1.73614  0.38453
C  0.84451  -1.60363  -0.24882
C  2.97333  -0.65651  0.59659
C  -0.19598  1.11150  1.30531
C  0.26762  -0.32314  -0.76605
C  -0.92538  0.10569  0.26155
C  1.29392  1.09696  -0.88081
N  -1.88465  1.02310  -0.50828
P  3.01260  0.79030  -0.23977
S  0.57747  2.36731  0.20512
H  2.19396  -2.69912  0.82274
H  0.34785  -2.55302  -0.42566
H  3.79907  -0.99210  1.06973
H  -0.89080  1.66134  1.97852
H  0.51668  0.49256  1.84483
H  -0.27360  -0.56591  -1.73375
H  -1.14610  -0.76888  0.77257
H  1.35294  1.46862  -1.99713
H  -2.63322  1.25272  0.27575
H  -2.34836  0.76879  -1.39006
H  -1.28232  1.93822  -0.71606

Computed properties:
* energy above the lowest of the compared OMol25 structures with the same formula, charge and spin: 0.1783 eV
* E_LUMO: -3.765 eV
* HOMO level: -0.43463 Eh
* largest force on an atom: 5.833 eV/A
* total charge: +1
* Kohn-Sham gap: 8.062 eV

Atom charges from the natural (NBO) analysis, given in e for atoms 1 to 5: C -0.190; C -0.237; C -0.648; C -0.550; C -0.238